{
  "formula": "C28H66FO20P4Tl",
  "method": "ωB97M-V/def2-TZVPD",
  "molar_mass_da": 1070.1,
  "energy_ev": -115608.8054,
  "spin_multiplicity": 1,
  "total_charge": 2,
  "homo_ev": -13.59,
  "orbital_gap_ha": 0.050,
  "symbols": ["Tl", "C", "O", "H", "H", "H", "C", "C", "O", "C", "O", "O", "F", "H", "H", "H", "C", "C", "O", "P", "O", "O", "C", "C", "O", "C", "C", "H", "H", "H", "H", "H", "H", "H", "H", "H", "H", "H", "H", "H", "H", "H", "C", "C", "O", "P", "O", "O", "C", "C", "O", "C", "C", "H", "H", "H", "H", "H", "H", "H", "H", "H", "H", "H", "H", "H", "H", "H", "C", "C", "O", "P", "O", "O", "C", "C", "O", "C", "C", "H", "H", "H", "H", "H", "H", "H", "H", "H", "H", "H", "H", "H", "H", "H", "C", "C", "O", "P", "O", "O", "C", "C", "O", "C", "C", "H", "H", "H", "H", "H", "H", "H", "H", "H", "H", "H", "H", "H", "H", "H"],
  "coordinates": [[22.19474, -30.71287, 12.77860], [24.96460, -26.94698, 16.23102], [24.08089, -27.97707, 15.83907], [24.70101, -26.03230, 15.69998], [25.10721, -26.78220, 17.29901], [25.91702, -27.15165, 15.74203], [23.41323, -33.72228, 20.46713], [24.80577, -34.03368, 20.12811], [24.82595, -33.56614, 18.77318], [23.59738, -33.47264, 18.30527], [23.26171, -33.24319, 17.13093], [22.72331, -33.81971, 19.25710], [24.89444, -35.40461, 20.21111], [23.22432, -32.67593, 20.70710], [23.07244, -34.37925, 21.26735], [25.63964, -33.58046, 20.66416], [17.17940, -38.56292, 13.49747], [17.74842, -38.21782, 12.19256], [18.64208, -37.10931, 12.42781], [18.45149, -35.67909, 11.69085], [19.55904, -34.75492, 11.98210], [16.98971, -35.26963, 12.10737], [16.46081, -33.98111, 11.72853], [15.74934, -34.12113, 10.42395], [18.34865, -36.14139, 10.12720], [19.47515, -36.58056, 9.46487], [19.07627, -36.68765, 7.96795], [16.42765, -39.34871, 13.42311], [18.01807, -38.97987, 14.05504], [16.75268, -37.70164, 14.01147], [18.36690, -39.02426, 11.79854], [16.97152, -37.91385, 11.49104], [15.74577, -33.68505, 12.49609], [17.20324, -33.18442, 11.68189], [15.17713, -33.23793, 10.14006], [16.45275, -34.37856, 9.63209], [14.89928, -34.80267, 10.39215], [20.37872, -35.97588, 9.54256], [19.66666, -37.55594, 9.91211], [18.49084, -35.82812, 7.64153], [20.00228, -36.89817, 7.43289], [18.41501, -37.54301, 7.82942], [29.95789, -30.66385, 15.71111], [29.03375, -30.11633, 14.65295], [29.39479, -30.46525, 13.24742], [28.50908, -29.79753, 12.06289], [27.05788, -29.75150, 12.16966], [29.25990, -28.32554, 11.80421], [28.49842, -27.18222, 11.46321], [29.38875, -26.24210, 10.68077], [28.97374, -30.69200, 10.78433], [30.30536, -30.95017, 10.47868], [30.68896, -30.26536, 9.15740], [30.28827, -31.68742, 15.53435], [30.79488, -29.97920, 15.57393], [29.48378, -30.53263, 16.68379], [28.04270, -30.51563, 14.86856], [28.97011, -29.04250, 14.82885], [27.71040, -27.46328, 10.76453], [27.96319, -26.80537, 12.33476], [29.66518, -26.60023, 9.68908], [28.86516, -25.30994, 10.46858], [30.32145, -26.01787, 11.19836], [30.96630, -30.69590, 11.30729], [30.26608, -32.03926, 10.49969], [29.87306, -30.39116, 8.44565], [30.89106, -29.21640, 9.37405], [31.58288, -30.72124, 8.73176], [15.84643, -33.48904, 17.21439], [17.30093, -33.21256, 17.74938], [17.50011, -31.85297, 18.13051], [17.48385, -30.54802, 17.10219], [18.49532, -30.61868, 16.01032], [15.96313, -30.58296, 16.46156], [14.88849, -30.15285, 17.23409], [13.66480, -29.95552, 16.31323], [17.63167, -29.21583, 18.00353], [18.84274, -28.59632, 18.15009], [19.81154, -29.45493, 18.94614], [15.72622, -34.56446, 17.08350], [15.03824, -33.19228, 17.88286], [15.59772, -33.08723, 16.23214], [17.30994, -33.79637, 18.66981], [18.02785, -33.57490, 17.02247], [14.65917, -30.92014, 17.97354], [15.04013, -29.18403, 17.71001], [13.90122, -29.55160, 15.32882], [12.96232, -30.78676, 16.25275], [12.93928, -29.28076, 16.76756], [19.18753, -28.23192, 17.18238], [18.64429, -27.67978, 18.70569], [19.35652, -29.69666, 19.90667], [20.05217, -30.40334, 18.46584], [20.65954, -28.81312, 19.18505], [26.64963, -37.31819, 9.37821], [26.95089, -36.39246, 10.47814], [26.47250, -36.94239, 11.70658], [25.93355, -36.00849, 12.92969], [24.90256, -34.93783, 12.55400], [25.45188, -37.02607, 14.05337], [24.09991, -37.41748, 14.18828], [23.72423, -38.52903, 13.26193], [27.25927, -35.34349, 13.66885], [28.32922, -36.24512, 13.98296], [27.96859, -36.96518, 15.26896], [26.71871, -36.81121, 8.41578], [27.31538, -38.18113, 9.39280], [25.62241, -37.65883, 9.50811], [28.02479, -36.20709, 10.45628], [26.75901, -35.34859, 10.22991], [23.91908, -37.75484, 15.20887], [23.37949, -36.60302, 14.11255], [23.82273, -38.36360, 12.18906], [24.46657, -39.32156, 13.35636], [22.80758, -39.08530, 13.45796], [28.59677, -37.00194, 13.24558], [29.20701, -35.63494, 14.19573], [28.81598, -36.99170, 15.95403], [27.16192, -36.47328, 15.81248], [27.58048, -37.94316, 14.98427]],
  "forces_ev_per_a": [[-0.05, -0.40, 0.05], [-3.07, -2.93, 0.74], [2.65, 2.97, 1.09], [-0.17, 0.61, -0.88], [-0.27, -0.38, -0.01], [0.89, -0.26, -0.97], [-1.12, 1.40, 2.09], [0.23, -0.22, -0.69], [2.00, -0.16, 0.20], [-2.45, -0.69, -4.15], [1.39, -0.18, 3.52], [-0.69, -0.44, -0.93], [0.68, 0.37, -0.60], [0.59, 0.05, 0.95], [-0.42, 0.01, -0.40], [-0.22, -0.07, -0.04], [-0.12, -1.01, 1.15], [-0.04, 0.87, -0.88], [0.31, 1.70, -0.54], [0.99, -2.34, -0.28], [-0.57, 0.02, -0.12], [0.52, 0.31, -0.10], [-1.11, 0.23, 0.07], [-0.84, 0.24, -1.13], [-1.76, 2.33, 2.36], [0.41, -1.20, -1.87], [0.30, -0.90, 1.14], [-0.07, 0.02, -0.07], [-0.23, 0.12, 0.59], [0.07, -0.04, -0.07], [-0.20, 0.00, -0.23], [0.13, -0.15, -0.27], [0.16, -0.24, 0.23], [0.42, -0.37, 0.07], [0.65, 0.68, 0.05], [-0.18, 0.02, -0.09], [0.47, -0.78, 0.52], [-0.25, 0.43, 0.46], [0.62, -0.30, -0.42], [0.59, 0.24, -0.07], [-0.24, 0.37, -0.49], [0.03, -0.10, 0.03], [0.95, 0.69, -1.36], [-1.43, -0.73, -0.07], [-1.00, 1.23, 0.53], [2.71, -0.13, -1.29], [-0.42, 0.29, 0.49], [-0.65, -2.43, 1.01], [-0.30, -0.11, -1.54], [0.19, 0.73, 0.26], [-2.44, 2.16, 2.10], [1.24, -0.76, -0.28], [-0.02, -0.70, 0.69], [-0.22, 0.05, 0.11], [0.64, -0.46, 0.87], [0.17, -0.06, -0.06], [-0.24, -0.07, -0.60], [0.14, 0.20, -0.65], [-0.36, -0.29, 0.04], [0.41, 0.40, 0.23], [-0.13, -0.55, 0.15], [-0.05, 0.12, 0.29], [-0.08, 0.08, 0.14], [0.08, 0.32, -0.06], [0.78, -0.25, -0.79], [0.05, 0.19, 0.00], [-0.13, 0.05, -0.23], [0.03, 0.05, 0.08], [0.40, -0.24, -0.40], [-2.52, -0.63, -0.56], [0.38, 2.70, -0.77], [-0.65, -1.57, -0.83], [-0.65, -0.02, 0.93], [3.50, 0.48, 0.51], [-2.62, 0.45, -0.08], [-0.88, 0.03, 0.60], [-3.15, -2.88, -0.93], [1.82, 1.18, 0.58], [-0.22, 0.56, 0.20], [0.22, -0.18, 0.19], [0.34, 0.18, 0.31], [0.40, 0.31, 0.04], [0.70, 0.24, 0.03], [0.18, 0.26, 0.15], [0.01, 0.18, 0.27], [0.57, -0.15, 0.16], [0.18, -0.20, 0.10], [0.76, -0.76, -0.49], [0.46, 0.71, 0.24], [0.41, -0.43, -0.16], [-0.11, -0.04, 0.20], [-0.15, -0.01, 0.00], [0.33, 0.23, -0.18], [0.43, -0.41, -0.18], [-0.81, -0.73, -0.65], [1.79, 1.38, -0.52], [-0.56, 1.30, 1.59], [-0.48, 2.33, -0.06], [2.37, -2.28, 0.62], [0.52, 0.59, -0.98], [-2.18, -0.34, 0.43], [1.03, -1.78, -0.86], [-1.65, -0.97, -2.34], [0.51, 0.12, 1.64], [-0.14, -0.44, 0.36], [0.11, -0.08, 0.00], [-0.11, -0.02, -0.07], [-0.05, -0.16, -0.27], [0.65, -0.88, 0.97], [-1.74, 0.08, 0.59], [0.69, -0.11, 0.14], [0.49, 0.54, -0.42], [-0.45, 0.80, -0.02], [0.31, -0.15, 0.41], [-0.32, 0.71, 0.20], [-0.35, 0.46, -0.56], [-0.12, 0.26, -0.45], [0.05, -0.48, -0.16], [0.10, 0.22, -0.17], [0.28, -0.20, 0.58]]
}